Record 1
{
  "formula": "H2N2O3S2",
  "method": "wB97M-V/def2-TZVPD",
  "elements": ["N", "N", "O", "O", "O", "S", "S", "H", "H"],
  "xyz": [[-5.440, 0.081, 1.269], [-5.960, -1.027, -1.016], [-5.940, 0.975, 1.898], [-5.705, -2.104, -0.502], [-5.899, 0.114, -0.287], [-2.944, 0.262, 0.310], [17.229, -0.368, -0.375], [-3.285, 1.331, -0.266], [17.944, 0.736, -1.032]],
  "forces_ev_per_angstrom": [[-0.1962, 0.7270, 2.7502], [0.3816, -0.9427, 0.9731], [1.2821, -1.9456, -2.7742], [-0.3665, 2.5206, -0.3108], [-0.8825, -0.5155, -0.9462], [0.4765, -2.0490, 1.5210], [1.1602, 1.7436, -1.0389], [-0.7268, 2.2056, -1.2121], [-1.1284, -1.7440, 1.0379]],
  "mulliken_charge": [0.27, 0.28, -0.38, -0.41, -0.18, -0.57, -0.96, -0.01, -0.04],
  "total_charge": -2,
  "gap_ev": [5.5, 6.2],
  "de_lowest_kcal_mol": 12.2,
  "spin_multiplicity": 1,
  "e_homo_ev": [-1.60, -1.60],
  "energy_ha": -1132.6396
}

Record 2
{
  "formula": "H2N2O3S2",
  "method": "wB97M-V/def2-TZVPD",
  "elements": ["N", "N", "O", "O", "O", "S", "S", "H", "H"],
  "xyz": [[-0.930, -0.072, 1.400], [1.753, 0.442, -0.012], [-0.562, -1.518, -0.702], [-2.791, -0.566, -0.192], [-0.517, 0.936, -1.174], [-1.389, -0.626, 0.025], [0.268, 1.238, 0.015], [1.680, -0.610, 0.036], [2.489, 0.777, 0.605]],
  "forces_ev_per_angstrom": [[1.5843, 1.7424, -3.1909], [-1.2375, -1.3645, -0.3141], [0.2114, -0.6986, -0.5255], [-0.0314, -0.1494, -0.8444], [-0.1718, 0.3328, -1.3980], [-1.1841, -0.8281, 3.0468], [1.3341, -0.8492, 3.5622], [-0.0030, 1.4629, -0.3747], [-0.5019, 0.3517, 0.0386]],
  "mulliken_charge": [-0.42, -0.42, -0.44, -0.44, -0.40, 0.95, 0.55, 0.32, 0.30],
  "gap_ev": [8.0, 8.0],
  "de_lowest_kcal_mol": 51.0,
  "spin_multiplicity": 1,
  "e_homo_ev": [-9.93, -9.93],
  "energy_ha": -1132.6451
}

Record 3
{
  "formula": "H2N2O3Si",
  "method": "wB97M-V/def2-TZVPD",
  "elements": ["O", "N", "O", "Si", "N", "O", "H", "H"],
  "xyz": [[2.182, 1.061, 0.877], [2.333, 0.228, 0.066], [1.211, -0.326, -0.434], [-0.457, -0.377, -0.679], [-1.506, 0.279, 0.512], [-1.525, -1.207, 0.200], [-0.502, -0.181, -2.120], [-1.737, 0.523, 1.578]],
  "forces_ev_per_angstrom": [[-0.4229, -0.3061, -0.3636], [1.5008, 0.7954, 0.9537], [-2.0205, -1.1869, -0.9728], [1.0617, 1.9507, 1.7031], [-0.9225, 1.7342, 1.8229], [-0.2049, -1.7262, 0.2095], [-0.3484, -0.1284, 0.0131], [1.3567, -1.1328, -3.3658]],
  "mulliken_charge": [-0.32, 0.42, -0.19, 0.49, -0.34, -0.32, -0.03, 0.29],
  "gap_ev": 8.9,
  "de_lowest_kcal_mol": 0.0,
  "spin_multiplicity": 1,
  "e_homo_ev": -9.08,
  "smiles": "O=NO[Si@@H]1NO1",
  "energy_ha": -625.7815
}

Record 4
{
  "formula": "H2N2O4P",
  "method": "wB97M-V/def2-TZVPD",
  "elements": ["N", "P", "O", "O", "N", "O", "O", "H", "H"],
  "xyz": [[-0.942, -0.274, 1.052], [-0.210, 0.649, -0.147], [-0.078, 2.065, 0.197], [-0.870, 0.052, -2.020], [1.320, -0.225, -0.254], [1.332, -1.409, 0.047], [2.253, 0.358, -0.773], [-0.900, -1.240, 0.748], [-1.905, 0.024, 1.151]],
  "forces_ev_per_angstrom": [[0.2655, 0.0779, -0.1275], [-3.8781, -1.2021, -6.2830], [0.2051, 0.2928, 0.3093], [2.0383, 1.7962, 6.0637], [1.4155, -0.7702, -0.4960], [0.1055, -0.0536, 0.1838], [0.0303, 0.0097, 0.2658], [-0.1794, -0.1092, 0.0895], [-0.0027, -0.0415, -0.0055]],
  "mulliken_charge": [-0.58, 0.72, -0.62, -0.81, 0.94, -0.60, -0.59, 0.29, 0.26],
  "total_charge": -1,
  "gap_ev": 8.1,
  "de_lowest_kcal_mol": 94.3,
  "spin_multiplicity": 1,
  "e_homo_ev": -4.27,
  "smiles": "N[P@](=O)([O-])[N+](=O)[O-]",
  "energy_ha": -752.9875
}

Record 5
{
  "formula": "H2N2O4S",
  "method": "wB97M-V/def2-TZVPD",
  "elements": ["N", "N", "O", "O", "O", "O", "S", "H", "H"],
  "xyz": [[0.036, -0.017, 1.433], [-0.819, 0.009, -1.585], [-1.767, 0.285, -0.878], [-0.510, 0.354, -2.646], [1.672, 0.909, -0.131], [1.438, -1.575, 0.097], [0.863, -0.251, 0.057], [-0.697, -0.602, 1.875], [-0.216, 0.888, 1.777]],
  "forces_ev_per_angstrom": [[-1.4371, -0.5979, 1.3924], [0.5898, 0.7877, 4.7119], [-0.0654, -0.5819, -1.2074], [0.2622, -0.0273, -2.0985], [-0.2062, 0.2157, -0.3143], [-0.8365, 0.8546, -0.3510], [0.0336, -1.1842, -0.0807], [1.0741, -0.5650, -1.3139], [0.5854, 1.0983, -0.7385]],
  "mulliken_charge": [-0.39, 0.68, -0.44, -0.40, -0.47, -0.51, 0.96, 0.27, 0.29],
  "gap_ev": [8.2, 8.0],
  "de_lowest_kcal_mol": 57.9,
  "spin_multiplicity": 1,
  "e_homo_ev": [-10.19, -9.86],
  "energy_ha": -809.6861
}

Record 6
{
  "formula": "H2N2O5S",
  "method": "wB97M-V/def2-TZVPD",
  "elements": ["O", "N", "S", "O", "O", "O", "H", "N", "O", "H"],
  "xyz": [[1.968, -0.150, 0.505], [1.008, 0.154, 1.100], [-0.325, 0.703, -0.080], [-1.650, 0.647, 0.450], [-0.118, 0.405, -1.451], [0.217, 2.182, 0.223], [-0.013, 2.518, 0.993], [-0.507, -2.522, -0.513], [-0.243, -1.663, 0.325], [-0.338, -2.275, -1.553]],
  "forces_ev_per_angstrom": [[-0.2371, 0.0825, 0.6177], [0.9048, -0.2828, -0.5570], [-1.2029, 1.3134, 0.6093], [0.2373, -0.3395, 0.4744], [0.8103, 0.1402, -0.3130], [2.1058, -2.0716, -6.7829], [-2.1150, 2.3393, 5.9133], [0.3200, 0.5142, 1.6337], [-0.9493, -2.7744, -2.8403], [0.1261, 1.0786, 1.2450]],
  "mulliken_charge": [-0.25, 0.28, 1.19, -0.58, -0.52, -0.47, 0.32, -0.04, -0.19, 0.24],
  "gap_ev": 8.7,
  "de_lowest_kcal_mol": 84.5,
  "spin_multiplicity": 1,
  "e_homo_ev": -10.01,
  "smiles": "O=NS(=O)(=O)O.N=O",
  "energy_ha": -884.8644
}

Record 7
{
  "formula": "H2N5O",
  "method": "wB97M-V/def2-TZVPD",
  "elements": ["N", "N", "N", "N", "N", "O", "H", "H"],
  "xyz": [[0.559, 1.543, -0.513], [-0.456, 1.086, -0.860], [1.454, -0.611, 1.177], [-1.278, 0.145, -0.580], [1.198, -0.851, 0.128], [-1.007, -1.195, -0.705], [1.797, -0.494, 2.098], [-2.266, 0.378, -0.746]],
  "forces_ev_per_angstrom": [[-2.1215, -0.4690, -1.3084], [3.9712, 2.1273, 0.6596], [-0.9429, -1.2432, -3.5985], [-2.8837, -4.6570, 0.1630], [1.0453, 0.2270, 2.0475], [0.1561, 3.6175, 0.3995], [0.4100, 0.3487, 1.7179], [0.3655, 0.0488, -0.0805]],
  "mulliken_charge": [-0.23, 0.39, 0.56, 0.13, -0.08, -0.43, 0.37, 0.29],
  "total_charge": 1,
  "gap_ev": [7.4, 6.8],
  "de_lowest_kcal_mol": 96.2,
  "spin_multiplicity": 1,
  "e_homo_ev": [-14.18, -13.54],
  "energy_ha": -349.6660
}

Record 8
{
  "formula": "H2N5O2",
  "method": "wB97M-V/def2-TZVPD",
  "elements": ["N", "N", "N", "N", "N", "O", "O", "H", "H"],
  "xyz": [[-1.526, 0.639, -0.294], [0.116, -0.895, 0.097], [1.181, -0.185, -0.243], [-2.576, 0.311, -0.082], [2.064, 0.323, 0.539], [-3.634, -0.151, 0.194], [3.009, 0.951, -0.067], [0.097, -0.948, 1.120], [1.268, -0.044, -1.262]],
  "forces_ev_per_angstrom": [[-0.7651, 0.7981, -0.2273], [-0.6817, -1.6447, 0.5508], [0.8687, 0.5815, 0.0184], [1.4959, 0.8204, -0.3966], [-0.1542, -0.0509, -0.7205], [-1.4000, -0.8024, 0.4020], [-0.0617, 0.0183, -0.0106], [0.2630, 0.1069, -0.2211], [0.4350, 0.1728, 0.6049]],
  "mulliken_charge": [-0.06, -0.86, 0.55, 0.54, -0.38, -0.60, -0.65, 0.22, 0.24],
  "total_charge": -1,
  "gap_ev": [6.0, 6.0],
  "de_lowest_kcal_mol": 27.1,
  "spin_multiplicity": 1,
  "e_homo_ev": [-1.84, -1.84],
  "energy_ha": -425.2996
}

Record 9
{
  "formula": "H2N5O2",
  "method": "wB97M-V/def2-TZVPD",
  "elements": ["N", "N", "N", "N", "N", "O", "O", "H", "H"],
  "xyz": [[1.883, -1.335, 0.803], [-0.662, 1.136, -1.114], [-0.954, 0.257, -0.183], [2.487, -0.579, 0.274], [-2.099, 0.063, 0.434], [3.105, 0.123, -0.395], [-2.152, -1.012, 1.174], [-1.494, 1.725, -1.131], [-0.114, -0.378, 0.138]],
  "forces_ev_per_angstrom": [[-1.0642, -1.2182, 1.5493], [0.3656, 1.3141, -0.7587], [-0.0233, -2.8781, 2.9340], [-0.5404, -0.9523, -0.2437], [1.5348, -0.3806, -0.9035], [1.7729, 2.1953, -1.3292], [0.4306, 0.7364, -0.1818], [-0.0173, 0.1373, -0.3261], [-2.4588, 1.0461, -0.7403]],
  "mulliken_charge": [-0.37, -0.86, 0.60, 0.87, -0.44, -0.54, -0.65, 0.17, 0.22],
  "total_charge": -1,
  "gap_ev": [5.3, 5.3],
  "de_lowest_kcal_mol": 30.2,
  "spin_multiplicity": 1,
  "e_homo_ev": [-1.54, -1.55],
  "energy_ha": -425.2948
}

Record 10
{
  "formula": "H2NO2P",
  "method": "wB97M-V/def2-TZVPD",
  "elements": ["O", "N", "O", "P", "H", "H"],
  "xyz": [[-0.193, 2.458, 1.114], [0.235, 1.745, -0.161], [0.471, 2.355, -1.240], [0.757, 0.222, 0.203], [-0.315, -0.306, 0.826], [0.504, -0.326, -1.095]],
  "forces_ev_per_angstrom": [[1.8274, -3.4362, -6.0791], [-1.8122, 8.6079, 1.7098], [-1.0922, -2.3305, 3.9302], [2.3087, -2.7302, -0.6201], [-1.3130, -0.2164, 0.6258], [0.0814, 0.1054, 0.4334]],
  "mulliken_charge": [-0.46, 0.54, -0.38, 0.09, 0.11, 0.10],
  "gap_ev": [8.9, 8.9],
  "de_lowest_kcal_mol": 139.2,
  "spin_multiplicity": 1,
  "e_homo_ev": [-10.69, -10.68],
  "smiles": "O=[N+]([O-])P",
  "energy_ha": -547.5917
}

Record 11
{
  "formula": "H2NO2P",
  "method": "wB97M-V/def2-TZVPD",
  "elements": ["N", "O", "O", "P", "H", "H"],
  "xyz": [[-0.722, -1.399, 0.170], [-3.045, 0.043, -0.062], [-0.795, 1.268, -0.118], [-1.615, -0.136, 0.034], [0.347, -1.339, 0.321], [-0.847, 2.084, -0.704]],
  "forces_ev_per_angstrom": [[4.8418, -4.9556, -0.9326], [-1.9944, -1.0252, -1.6695], [1.0086, 0.3282, -1.3498], [-1.4033, 6.9606, 3.6343], [-2.0171, 0.0787, -0.2133], [-0.4356, -1.3867, 0.5308]],
  "lowdin_spin": [0.90, 0.25, 0.15, 0.62, 0.04, 0.04],
  "gap_ev": [6.6, 7.6],
  "de_lowest_kcal_mol": 24.6,
  "spin_multiplicity": 3,
  "e_homo_ev": [-6.06, -11.74],
  "energy_ha": -547.6335,
  "s2": 2.0067
}

Record 12
{
  "formula": "H2NO3PS",
  "method": "wB97M-V/def2-TZVPD",
  "elements": ["N", "O", "O", "O", "P", "S", "H", "H"],
  "xyz": [[-0.185, 0.075, -0.747], [3.355, 1.121, -1.080], [3.383, -1.388, -0.448], [2.936, 0.457, 1.331], [3.112, 0.056, -0.081], [-0.983, 0.957, 0.355], [0.823, -0.085, -0.543], [-0.207, 2.333, 0.692]],
  "forces_ev_per_angstrom": [[0.5401, 0.1174, -1.1117], [-0.1328, 0.1263, -0.5430], [-0.5332, 1.1567, 0.3140], [-0.2833, -0.2216, 0.4861], [1.4634, -1.0666, -0.1798], [1.1906, 1.7253, 1.2995], [-1.0000, -0.1229, 0.4825], [-1.2448, -1.7147, -0.7477]],
  "mulliken_charge": [-0.74, -0.63, -0.68, -0.61, 0.89, -0.44, 0.20, 0.01],
  "total_charge": -2,
  "gap_ev": 4.8,
  "de_lowest_kcal_mol": 47.6,
  "spin_multiplicity": 1,
  "e_homo_ev": 1.59,
  "energy_ha": -1021.2164
}